# C28H55MnO2Si4

A structure of composition C28H55MnO2Si4 in a non-equilibrium geometry (ωB97M-V/def2-TZVPD, the OMol25 dataset).

Summary:
- F_max: 0.055 Eh/bohr
- Lowest unoccupied orbital energy (alpha / beta): 0.6 / -1.6 eV
- M: 591.03 g/mol
- Kohn-Sham gap (alpha / beta): 6.5 / 5.5 eV
- Spin multiplicity: 5
- Energy relative to the best compared isomer or geometry (same formula, charge and spin): 1.595 eV
- HOMO level (alpha / beta): -5.9 / -7.0 eV

CARTESIAN COORDINATES (ANGSTROEM)
O -1.131 -1.456 -4.470
C -1.080 -0.194 -5.323
C -0.671 -0.908 -6.584
H -0.293 0.525 -5.012
H -2.082 0.299 -5.368
C -0.831 -2.193 -5.722
H 0.376 -0.733 -6.868
H -1.351 -0.770 -7.442
C 0.550 -2.852 -5.680
H 1.301 -2.176 -5.223
H 0.858 -3.083 -6.714
H 0.538 -3.794 -5.114
C -1.960 -3.042 -6.278
H -2.902 -2.491 -6.271
H -2.057 -3.990 -5.752
H -1.721 -3.271 -7.329
Mn -1.274 -1.996 -1.839
C -2.818 -2.319 -0.303
C -2.160 -1.051 -0.159
C -2.483 -0.257 -1.314
H -1.649 -0.676 0.741
C -3.240 -1.085 -2.215
C -3.514 -2.334 -1.561
H -4.275 -3.077 -1.833
H -2.922 -3.048 0.494
H -2.312 0.816 -1.323
H -3.701 -0.742 -3.153
C 0.058 -2.378 -0.138
C -0.023 -3.603 -0.833
C 0.451 -3.385 -2.164
H -0.241 -4.590 -0.398
C 0.880 -2.015 -2.275
C 0.533 -1.314 -1.045
H 0.674 -0.223 -0.781
H -0.058 -2.266 0.932
H 0.594 -4.161 -2.917
H 1.565 -1.671 -3.039
O 2.108 2.132 -3.656
C 1.351 1.181 -2.817
C -0.118 1.552 -2.920
H 1.736 1.283 -1.781
H 1.555 0.160 -3.220
C -0.209 2.856 -3.831
H -0.564 1.650 -1.922
H -0.707 0.759 -3.411
C 1.224 3.078 -4.387
H -0.373 3.713 -3.162
H -1.068 2.739 -4.499
H 1.701 4.122 -4.318
H 1.193 2.851 -5.502
C 1.150 3.668 2.078
Si -0.058 2.791 3.210
C 0.066 3.556 4.918
C -1.797 3.089 2.578
Si 0.339 0.497 3.082
Si 2.630 0.448 3.562
C 3.268 1.657 4.853
C 3.101 -1.277 4.126
C 3.548 0.803 1.967
Si -0.547 -0.303 5.104
C 0.389 0.197 6.649
C -2.308 0.299 5.273
C -0.514 -2.171 4.937
H 0.933 4.748 2.103
H 1.020 3.323 1.041
H 2.206 3.541 2.351
H -0.260 4.612 4.875
H -0.591 3.054 5.646
H 1.095 3.555 5.307
H -1.859 2.827 1.517
H -2.565 2.528 3.120
H -2.014 4.159 2.683
H 2.918 1.398 5.861
H 4.370 1.627 4.890
H 2.999 2.703 4.654
H 3.026 -1.978 3.287
H 4.144 -1.282 4.468
H 2.489 -1.665 4.945
H 3.560 -0.094 1.334
H 3.138 1.633 1.379
H 4.587 1.047 2.231
H 0.417 1.286 6.784
H -0.131 -0.225 7.524
H 1.419 -0.182 6.670
H -2.930 -0.160 4.496
H -2.704 -0.012 6.249
H -2.413 1.387 5.202
H -1.362 -2.488 4.311
H 0.415 -2.560 4.495
H -0.637 -2.608 5.942

Results of the Mulliken charge analysis, in e, for atoms 1 through 8:
1. O -0.16
2. C -0.03
3. C -0.93
4. H -0.18
5. H 0.25
6. C 1.41
7. H 0.30
8. H 0.38